A 2-piece molecular cluster, C5H11NO overall, computed with ωB97M-V with the def2-TZVPD basis set.

Calculated values
* SMILES: CC/C=N/C=O.C
* molar mass: 101.15 g mol⁻¹
* energy above the lowest of the compared OMol25 structures with the same formula, charge and spin: 32.7 kcal per mole
* HOMO energy: -9.993 eV
* energy: -8900.28050 eV
* lowest unoccupied orbital energy: 0.51 eV
* orbital gap: 10.5 eV

Cartesian coordinates (Å):
C: 0.95 0.77 2.49
H: -2.29 -0.49 -1.85
H: 1.44 0.99 3.44
C: 2.01 0.47 -1.71
H: -1.48 -2.03 -1.52
H: 1.61 0.17 1.87
C: -1.11 -0.52 -0.01
H: -1.71 0.19 0.58
C: -2.01 -1.19 -1.05
O: 1.70 0.77 -2.84
H: -0.67 -1.27 0.66
H: 3.01 0.66 -1.30
N: 1.16 -0.21 -0.82
C: -0.04 0.20 -0.75
H: -2.94 -1.56 -0.60
H: -0.33 1.13 -1.27
H: 0.02 0.22 2.70
H: 0.70 1.69 1.96